Entry 1:
{"formula": "CH2ClPS", "method": "wB97M-V/def2-TZVPD", "charge": 0, "molar_mass_da": 112.5, "orbital_gap_ev": [8.28, 6.03], "homo_energy_ev": [-9.40, -8.24], "de_lowest_kj_mol": 258.6, "lumo_ha": [-0.041, -0.081], "energy_ev": -33713.44287, "elements": ["S", "Cl", "H", "P", "H", "C"], "coordinates": [[-0.8970, -1.8245, 0.1314], [2.5619, -0.0506, 0.2371], [-1.0879, 0.7419, 0.6683], [0.9546, 1.0990, 0.0880], [-0.9665, 0.0276, -1.0875], [-0.5651, 0.0067, -0.0374]], "atomic_forces_ev_per_a": [[0.661, 1.833, 0.314], [0.759, -0.798, -0.012], [-0.587, -1.458, -0.995], [-0.857, -0.007, -0.313], [0.166, 0.661, 0.690], [-0.142, -0.230, 0.317]]}

=====

Entry 2:
{"formula": "CH2ClPS", "method": "wB97M-V/def2-TZVPD", "charge": 0, "molar_mass_da": 112.5, "orbital_gap_ev": [6.66, 6.64], "homo_energy_ev": [-5.90, -9.85], "de_lowest_kj_mol": 106.0, "spin_multiplicity": 3, "lumo_ha": [0.028, -0.118], "energy_ev": -33712.62594, "elements": ["Cl", "P", "H", "C", "H", "S"], "coordinates": [[-2.0077, 1.0117, -0.4175], [-0.9606, -0.0568, 0.9596], [1.5793, 0.0920, 0.5986], [0.6899, -0.0517, 0.0350], [0.6518, 0.6821, -0.9130], [0.0472, -1.6773, -0.2626]], "atomic_forces_ev_per_a": [[-0.593, 0.483, -0.503], [-0.016, 2.157, 1.814], [0.766, -0.286, 0.379], [-2.408, 1.692, -1.652], [0.203, -1.956, 1.915], [2.047, -2.090, -1.953]]}

=====

Entry 3:
{"formula": "CH2F2N2", "method": "wB97M-V/def2-TZVPD", "charge": 0, "molar_mass_da": 80.0, "orbital_gap_ev": 10.38, "homo_energy_ev": -10.31, "smiles": "N=C=NF.F", "de_lowest_kj_mol": 293.1, "lumo_ha": 0.003, "energy_ev": -9480.57868, "elements": ["N", "H", "H", "N", "C", "F", "F"], "coordinates": [[1.0506, -0.5532, 0.0359], [0.9639, 1.4458, 0.1075], [1.7638, -1.3188, 0.2708], [-1.3663, -0.7522, -0.3121], [-0.1431, -0.6455, -0.0965], [-2.4213, -0.1069, 0.1913], [0.1526, 1.9308, -0.1969]], "atomic_forces_ev_per_a": [[2.985, -1.577, -0.309], [-2.292, 1.224, -1.023], [-1.965, 1.594, -0.099], [2.700, -1.127, -1.986], [-3.803, 0.184, 1.355], [0.147, 0.571, 1.130], [2.227, -0.869, 0.933]]}

=====

Entry 4:
{"formula": "CH2F2N2", "method": "wB97M-V/def2-TZVPD", "charge": 0, "molar_mass_da": 80.0, "orbital_gap_ev": 10.87, "homo_energy_ev": -10.32, "smiles": "N/C(F)=N/F", "de_lowest_kj_mol": 162.6, "lumo_ha": 0.020, "energy_ev": -9481.93105, "elements": ["F", "N", "H", "F", "N", "H", "C"], "coordinates": [[-1.8957, 1.4991, 0.0534], [-0.2313, 0.0764, -0.0837], [0.4573, 0.6874, 0.5099], [-3.7388, -0.4235, 0.0388], [-2.2809, -0.8230, 0.0347], [-0.1344, -0.9689, 0.0158], [-1.5299, 0.2038, -0.0194]], "atomic_forces_ev_per_a": [[-0.499, -1.013, -0.170], [4.166, -1.628, 1.033], [-2.278, -1.617, -1.490], [2.835, -0.304, -0.164], [-2.850, 0.234, 0.020], [1.086, 1.474, -0.181], [-2.460, 2.855, 0.952]]}

=====

Entry 5:
{"formula": "CH2F2N2", "method": "wB97M-V/def2-TZVPD", "charge": 0, "molar_mass_da": 80.0, "orbital_gap_ev": [10.64, 7.39], "homo_energy_ev": [-9.61, -11.26], "de_lowest_kj_mol": 458.1, "spin_multiplicity": 3, "lumo_ha": [0.038, -0.142], "energy_ev": -9475.72697, "elements": ["N", "F", "N", "F", "H", "H", "C"], "coordinates": [[0.4887, 0.5334, -0.2878], [1.7307, -2.0905, -0.3569], [0.5844, -0.2012, 0.7486], [0.8790, 1.8791, -0.3550], [-1.3543, -0.7834, -0.3800], [-1.5631, 0.6482, 0.5380], [-0.7653, 0.0144, 0.0932]], "atomic_forces_ev_per_a": [[0.048, -1.524, -1.951], [0.024, -0.050, -0.066], [-0.831, 0.674, 0.887], [-0.088, 0.626, 0.483], [1.329, 0.026, -0.805], [1.348, 0.133, 0.527], [-1.830, 0.116, 0.924]]}

=====

Entry 6:
{"formula": "CH2F2O2", "method": "wB97M-V/def2-TZVPD", "charge": 0, "molar_mass_da": 84.0, "orbital_gap_ev": 12.43, "homo_energy_ev": -11.61, "smiles": "O=CF.OF", "de_lowest_kj_mol": 456.1, "lumo_ha": 0.030, "energy_ev": -10595.42593, "elements": ["H", "H", "C", "F", "O", "O", "F"], "coordinates": [[2.1233, -0.5464, 0.8844], [-2.6005, -0.0387, -1.1530], [-1.9830, 0.2141, -0.2017], [-2.5955, 1.1034, 0.5248], [-0.8695, -0.1517, 0.0828], [2.5129, -0.8318, 0.0529], [3.4122, 0.2511, -0.1903]], "atomic_forces_ev_per_a": [[-0.178, 0.322, 0.364], [0.980, 0.180, 1.634], [2.205, -1.198, -1.558], [-0.937, 0.748, 0.662], [-2.212, 0.262, -0.702], [0.515, 0.044, -0.612], [-0.372, -0.358, 0.212]]}

=====

Entry 7:
{"formula": "CH2F2O2P", "method": "wB97M-V/def2-TZVPD", "charge": -1, "molar_mass_da": 115.0, "orbital_gap_ev": 8.97, "homo_energy_ev": -5.17, "de_lowest_kj_mol": 253.1, "lumo_ha": 0.140, "energy_ev": -19890.04025, "elements": ["O", "H", "P", "F", "H", "C", "F", "O"], "coordinates": [[0.1830, -2.0822, -0.0294], [-1.0344, 0.4673, -1.1766], [0.4051, -0.7275, 0.4829], [-1.9230, -0.1150, 2.0333], [0.0152, 1.6156, -0.2432], [-0.0628, 0.6364, -0.7125], [0.8919, 0.5769, -1.7139], [1.5250, -0.3715, 1.3594]], "atomic_forces_ev_per_a": [[-0.686, 0.296, -0.159], [-0.019, -0.038, 0.347], [-0.065, -0.124, 0.418], [1.258, -0.174, -1.046], [-0.185, -0.163, 0.193], [-0.268, -0.342, 0.560], [0.396, -0.022, -0.402], [-0.432, 0.567, 0.089]]}

=====

Entry 8:
{"formula": "CH2F2O2PS", "method": "wB97M-V/def2-TZVPD", "charge": -1, "molar_mass_da": 147.1, "orbital_gap_ev": [6.69, 6.69], "homo_energy_ev": [-2.96, -2.95], "de_lowest_kj_mol": 603.3, "lumo_ha": [0.137, 0.137], "energy_ev": -30721.28452, "elements": ["P", "O", "C", "F", "S", "F", "H", "H", "O"], "coordinates": [[-2.0757, -0.8407, -0.2283], [0.2460, 0.6971, 1.7196], [1.3753, 0.5179, -0.6034], [2.4218, 1.3404, -0.2106], [0.9117, -0.3273, 0.9311], [1.8705, -0.5117, -1.3240], [-2.2505, 0.0874, 0.6798], [-1.8557, 0.2808, -1.2241], [-0.6433, -1.2439, 0.2599]], "atomic_forces_ev_per_a": [[0.041, 0.400, -2.687], [0.328, 0.730, 0.973], [-2.544, 0.930, 0.391], [0.996, -0.028, 0.042], [-2.405, -0.643, -0.520], [1.533, -1.155, -1.114], [-1.234, 2.209, 2.137], [-0.172, -1.106, 0.584], [3.456, -1.338, 0.194]]}